(1)
The following is a DFT calculation (ωB97M-V with the def2-TZVPD basis set) of a cluster of 3 separate species, C37H70BNO7S in total.

The geometry in ORCA input format:
```
! RIJCOSX wB97M-V def2-TZVPD def2/J DEFGRID3
* xyz 0 1
C 1.334 0.336 3.039
C 1.023 -1.175 3.497
C 2.246 -1.839 4.354
C 2.389 -3.413 4.038
C 3.047 -3.746 2.618
C 4.610 -3.315 2.496
C 4.662 -2.012 1.511
C 5.013 -2.416 -0.026
C 4.050 -1.557 -0.983
C 3.896 -2.114 -2.478
C 3.784 -3.712 -2.604
C 2.747 -4.402 -1.592
C 1.238 -4.543 -2.208
C 0.251 -4.108 -0.984
C 0.395 -2.574 -0.560
C -0.912 -1.646 -0.887
C -1.575 -2.043 -2.289
O -0.493 -1.923 -3.285
C -0.999 -2.238 -4.612
B -0.229 -0.158 -1.152
O 0.959 0.288 -0.461
O -0.831 0.811 -2.082
N -1.831 -1.478 0.260
C -2.937 -0.526 0.080
S -2.804 1.009 1.183
C -3.819 2.392 0.473
C -3.936 3.513 1.644
C -2.188 -2.707 0.993
C -3.079 -3.780 0.209
C -4.205 -3.473 -0.813
C -5.051 -4.575 -1.549
C -4.814 -6.088 -1.244
C -3.714 -6.413 -0.203
C -2.848 -5.311 0.513
C -1.781 -5.863 1.569
H 0.515 0.678 2.306
H 2.334 0.434 2.490
H 1.291 1.012 3.969
H 0.945 -1.808 2.540
H 0.032 -1.300 4.053
H 1.917 -1.758 5.453
H 3.200 -1.243 4.147
H 2.885 -3.934 4.930
H 1.306 -3.827 4.004
H 2.412 -3.358 1.733
H 3.037 -4.895 2.512
H 4.929 -2.966 3.539
H 5.273 -4.147 2.088
H 5.434 -1.258 1.926
H 3.642 -1.507 1.622
H 4.908 -3.547 -0.120
H 6.086 -2.043 -0.200
H 3.068 -1.390 -0.426
H 4.540 -0.511 -1.077
H 3.025 -1.624 -3.062
H 4.858 -1.807 -3.045
H 3.440 -3.929 -3.688
H 4.837 -4.181 -2.507
H 3.107 -5.495 -1.458
H 2.759 -3.935 -0.552
H 1.013 -5.623 -2.521
H 1.201 -3.819 -3.088
H 0.630 -4.735 -0.085
H -0.807 -4.476 -1.191
H 1.246 -2.131 -1.208
H 0.722 -2.444 0.526
H -1.970 -3.111 -2.363
H -2.402 -1.346 -2.654
H -1.225 -1.306 -5.236
H -1.949 -2.871 -4.557
H -0.191 -2.878 -5.125
H 1.148 1.229 -0.654
H -1.138 1.528 -1.460
H -3.892 -1.054 0.469
H -3.180 -0.216 -0.990
H -4.845 2.079 0.080
H -3.171 2.882 -0.350
H -2.990 4.161 1.651
H -4.909 4.105 1.603
H -3.932 2.957 2.659
H -2.837 -2.367 1.893
H -1.294 -3.246 1.490
H -4.476 -2.402 -1.077
H -5.841 -4.273 -2.309
H -5.407 -6.922 -1.735
H -3.536 -7.518 0.073
H -1.932 -6.992 1.749
H -0.701 -5.577 1.349
H -2.045 -5.365 2.581
O -0.429 3.163 -0.223
C 0.062 3.897 -1.054
O 0.091 5.225 -0.848
C 0.798 6.161 -1.679
C -0.032 6.559 -2.881
C 0.565 3.347 -2.356
H 1.782 5.773 -1.955
H 0.978 7.043 -1.059
H -0.252 5.702 -3.522
H 0.489 7.310 -3.477
H -0.994 6.968 -2.560
H -0.279 3.215 -3.035
H 1.027 2.379 -2.163
H 1.326 3.959 -2.834
O -0.305 9.739 -1.057
C -0.884 9.682 0.003
O -0.184 9.630 1.152
C -0.763 9.735 2.461
C -1.279 8.393 2.938
C -2.383 9.581 0.058
H -1.528 10.515 2.489
H 0.039 10.067 3.124
H -2.073 8.012 2.292
H -1.669 8.470 3.955
H -0.477 7.649 2.923
H -2.676 8.543 -0.104
H -2.799 10.203 -0.737
H -2.818 9.942 0.988
*
```

Properties
SMILES: CCCCCCCCCCCCCCC[C@](COC)(B(O)O)N(CSCC)Cc1ccccc1C.CCOC(C)=O.CCOC(C)=O
Orbital gap in eV: 8.7

---

(2)
The following is a DFT calculation (ωB97M-V with the def2-TZVPD basis set) of a structure of composition C19H23BNO5PtS.

The geometry in ORCA input format:
```
! RIJCOSX wB97M-V def2-TZVPD def2/J DEFGRID3
* xyz -1 1
Pt -0.683 -0.492 -0.206
O 1.228 -2.114 1.659
C 1.506 -0.856 2.226
C 1.929 0.177 1.205
C 3.142 0.829 1.395
C 3.555 1.818 0.523
C 2.726 2.130 -0.540
C 1.536 1.441 -0.685
N 1.130 0.482 0.162
H 0.275 -2.252 1.664
H 2.322 -0.975 2.944
H 0.648 -0.440 2.758
H 3.753 0.536 2.238
H 4.501 2.325 0.668
H 2.977 2.890 -1.266
H 0.873 1.662 -1.505
O -4.445 -1.659 -1.091
C -3.520 -1.112 -0.503
O -2.325 -1.600 -0.478
C -3.816 0.172 0.259
C -4.946 0.864 -0.163
C -5.376 2.019 0.469
C -4.670 2.477 1.570
C -3.548 1.797 2.008
C -3.077 0.646 1.365
S -1.604 -0.079 2.034
H -5.491 0.447 -1.000
H -6.255 2.546 0.117
H -4.990 3.373 2.090
H -2.992 2.163 2.863
C 0.542 -1.876 -4.888
C -0.756 -1.248 -4.386
C -1.943 -1.815 -5.147
O -0.894 -1.592 -3.006
B -0.460 -0.539 -2.205
O -0.109 0.540 -3.049
C -0.696 0.303 -4.338
C -2.082 0.941 -4.324
C 0.171 0.948 -5.405
H 0.497 -2.950 -4.706
H 1.398 -1.475 -4.345
H 0.688 -1.709 -5.958
H -1.882 -2.904 -5.150
H -1.949 -1.466 -6.183
H -2.879 -1.538 -4.667
H -2.707 0.488 -3.554
H -2.582 0.842 -5.289
H -1.978 2.001 -4.090
H 1.204 0.612 -5.333
H 0.152 2.032 -5.282
H -0.207 0.713 -6.403
*
```

Properties
Orbital gap in eV: 6.5

---

(3)
The following is a DFT calculation (ωB97M-V with the def2-TZVPD basis set) of the ion C4H9N2 with charge +1.

The geometry in ORCA input format:
```
! RIJCOSX wB97M-V def2-TZVPD def2/J DEFGRID3
* xyz 1 1
C -0.395 0.357 -0.048
C -2.106 -0.895 -0.617
C 0.376 -0.674 0.282
C -0.027 1.823 -0.202
N -1.724 0.181 -0.102
N 1.791 -0.704 0.532
H -1.306 -1.498 -1.038
H -3.112 -1.166 -0.544
H -0.098 -1.545 0.650
H -0.423 1.940 -1.162
H 1.005 2.013 -0.163
H -0.537 2.392 0.525
H 2.207 -1.608 0.021
H 2.100 -0.845 1.545
H 2.250 0.229 0.322
*
```

Properties
SMILES: C=N/C(C)=C/[NH3+]
Orbital gap in eV: 10.0

---

LUMO energy, respectively: 0.01872 0.09308 -0.14851 Eh.
Molar mass, respectively: 683.85 583.35 85.13 u.